Arrangement i

DFT (ωB97M-V/def2-TZVPD) results for an isolated molecule of C5H14N2.

Cartesian coordinates (Å):
H -0.35846 -2.53503 2.65558
H 1.34939 -0.15634 -2.26376
C 0.30748 -0.88080 0.11098
H -0.19994 1.25649 -0.30610
H 1.95814 2.72009 -1.92039
C -1.91051 -0.42528 1.44780
N -0.00270 -1.60634 2.66484
H 0.46929 2.42741 -2.89522
H -0.12941 -1.90574 -0.19335
H -2.14478 0.62921 1.61342
H 1.01306 -1.50376 2.53217
H 0.06654 0.27412 1.93625
H -2.58673 -0.89672 2.21015
C 1.36711 1.88059 -2.46276
H -0.94622 0.35245 -1.41806
C 0.00216 0.33082 -0.84701
C -0.48478 -0.66196 1.54798
H 1.37643 -0.85623 0.37064
N 1.16435 0.67092 -1.73163
H 2.00583 1.60708 -3.54561
H -2.31625 -0.72098 0.49407

Properties
SMILES string = CNCC[C@@H](C)N
HOMO level = -8.5 eV
Lowest unoccupied orbital energy = 0.0380 Eh
2S+1 = 1



Arrangement ii

DFT (ωB97M-V/def2-TZVPD) results for an isolated molecule of C5H14N2.

Cartesian coordinates (Å):
C 1.14459 -0.44703 0.05319
H -1.35907 -0.14464 0.70403
H -0.95242 0.26557 -2.64329
H 0.77157 1.08542 -1.41313
H 1.03635 1.99553 1.63344
C 1.97205 0.45989 1.01392
H -0.18557 1.09811 -0.00025
H 1.86726 -1.01357 -0.59774
H -2.94035 0.44368 -1.26117
N 1.39675 1.15973 2.12119
H 0.68679 0.70419 2.50961
N -2.30447 -0.34908 -1.17257
H -2.77144 -1.31540 0.81105
H -1.28186 -1.72675 0.22417
H 2.87122 -0.23462 1.46731
H 0.70822 -1.24806 0.58031
C -2.00139 -0.86089 0.17821
C 0.18098 0.41301 -0.75649
C -0.86997 -0.17908 -1.66289
H -0.47673 -1.17872 -1.91587
H 2.50749 1.07271 0.12698

Properties
SMILES string = CNCCCCN
HOMO level = -8.8 eV
Lowest unoccupied orbital energy = 0.0380 Eh
2S+1 = 1



Arrangement iii

DFT (ωB97M-V/def2-TZVPD) results for an isolated molecule of C5H14N2.

Cartesian coordinates (Å):
H -0.16062 0.83630 -1.69847
H -2.62762 -0.19340 0.38917
H -2.78392 1.52224 0.28772
C -2.05671 0.71810 0.15452
C 0.20346 -0.29320 0.65450
H -0.19539 -1.13931 0.08906
H -1.99632 0.57630 -0.92272
H 2.10763 -0.10086 -0.18940
H 0.87685 -0.84010 -3.31594
H -1.12325 0.39950 2.07703
C 0.84510 0.46927 -1.62473
H 1.66784 0.99617 -2.09664
C -0.85644 0.75064 1.08109
H 0.05319 -1.41413 -1.92390
H 1.84161 -1.34463 1.66905
H 1.26403 0.06384 2.50003
H -0.32908 1.70548 1.04765
N 0.76411 -0.85198 -2.32271
C 0.94609 -0.77265 1.87406
N 1.20012 0.33181 -0.24550
H 0.35931 -1.41937 2.51614

Properties
SMILES string = CC[C@H](C)NCN
HOMO level = -8.6 eV
Lowest unoccupied orbital energy = 0.0432 Eh
2S+1 = 1



Arrangement iv

DFT (ωB97M-V/def2-TZVPD) results for a cluster of 2 separate species, C5H14N2 in total.

Cartesian coordinates (Å):
C 1.59550 0.24306 1.61322
H 1.43244 1.29134 1.86435
H -1.04681 1.15048 -0.20342
H -0.62526 0.61341 -2.66688
H -3.88665 -0.05776 1.52198
H 3.18729 -1.61164 0.71042
N -2.64613 -0.22207 -0.07506
H 3.13899 -1.16094 -0.99628
H -2.02940 -0.43758 -2.63071
C 2.55013 -1.18921 -0.07952
H 2.30810 -0.17694 2.33424
H 0.63829 -0.26930 1.71541
H -2.36833 1.03671 1.53448
H -0.63520 -0.53296 -0.52873
C -1.57947 0.44219 -2.16992
N 2.06111 0.14550 0.23582
H -2.23021 1.28878 -2.39017
H 1.71006 -1.86638 -0.24127
C -1.40519 0.22705 -0.67652
C -2.97361 0.26933 1.03229
H 2.80436 0.81694 0.09627

Properties
SMILES string = C=NCC.CNC
HOMO level = -9.0 eV
Lowest unoccupied orbital energy = 0.0383 Eh
2S+1 = 1



Name the least stable of them. arrangement ii.



Arrangement i

DFT (ωB97M-V/def2-TZVPD) results for a cluster of 3 separate species, C5H14N2 in total.

Cartesian coordinates (Å):
N -2.57560 1.32502 1.51849
H -0.88629 -0.38247 -0.82896
H -2.94408 1.45109 0.58317
H 0.90168 0.44032 1.55027
H 0.75294 -2.24656 -2.22294
H -1.40342 0.00227 2.63872
H 1.90096 -2.63174 -0.94606
C -0.17743 -0.51044 -0.02037
H 1.36786 0.21675 -2.02634
H -0.04823 -1.49065 0.41286
N 0.14794 1.89284 0.28040
H -2.36513 -0.72658 1.33227
C 0.20348 0.59517 0.73409
C -1.79043 0.14734 1.63257
H 2.49799 -0.19575 -0.70263
C 1.69612 -1.93241 -1.76346
H 2.47991 -2.09095 -2.51840
C 1.61193 -0.51490 -1.25325
H -0.27968 2.03417 -0.62349
H 0.96295 2.46121 0.44873
H -2.05347 2.15627 1.77432

Properties
HOMO level = -5.8 eV
Lowest unoccupied orbital energy = 0.0357 Eh
2S+1 = 1



Arrangement ii

DFT (ωB97M-V/def2-TZVPD) results for an isolated molecule of C5H14N2.

Cartesian coordinates (Å):
C -1.04478 -1.57648 1.67129
N 1.13746 -0.11821 -2.87424
H -0.31042 1.48472 -2.70281
H -1.23950 -1.46519 0.58848
H 0.85620 -1.08643 -2.79462
H 1.03785 1.27469 1.68171
H -1.22880 0.36696 -0.01450
H 0.03556 -0.54729 3.16826
H 1.09376 -1.09370 1.87809
H -0.70476 -2.61462 1.62166
H 1.39231 0.47948 -0.56249
H -0.60057 1.35539 2.22987
H 1.33607 0.19634 -3.81338
H -1.87927 -1.63486 2.35662
H 0.87696 2.11739 -0.96162
C 0.05580 0.81912 1.51185
H -0.94105 -0.00072 -2.20190
C 0.53720 1.08772 -0.84068
N -0.51898 1.04469 0.20422
C -0.01078 0.55175 -2.21645
C 0.11975 -0.64074 2.07064

Properties
SMILES string = CCCNCCN
HOMO level = -8.4 eV
Lowest unoccupied orbital energy = 0.0376 Eh
2S+1 = 1



Arrangement iii

DFT (ωB97M-V/def2-TZVPD) results for an isolated molecule of C5H14N2.

Cartesian coordinates (Å):
C -0.67053 0.19524 0.81470
H 2.10827 -0.92255 -2.19046
H 0.69596 -2.03462 -0.03470
H -2.31415 -0.97981 1.99005
H 0.61462 -1.79269 -2.61024
H 0.03683 -0.36899 1.21536
H 1.77906 0.88880 -0.00733
H 1.89440 2.51101 0.97894
N -0.07673 1.49071 0.99698
N 0.69814 -1.17443 -0.55133
C 1.34408 -1.55517 -1.82285
C -2.08386 -0.00131 1.52258
H -0.78265 2.20727 0.92285
C -0.57000 -0.42850 -0.59864
H 1.85207 -2.62993 -1.68979
H -1.39882 -1.06330 -0.98477
H -1.96037 0.60498 2.45403
H 1.08505 2.24544 -0.60046
H -2.93655 0.39567 0.88789
C 1.26906 1.79098 0.35484
H -0.58387 0.62120 -1.04764

Properties
SMILES string = CNC[C@H](C)NC
HOMO level = -8.2 eV
Lowest unoccupied orbital energy = 0.0406 Eh
2S+1 = 1



Name the least stable of them. arrangement i.



Arrangement i

DFT (ωB97M-V/def2-TZVPD) results for a cluster of 2 separate species, C5H14N2 in total.

Cartesian coordinates (Å):
H 0.01277 -1.47026 -3.17024
C -0.34354 -0.88232 -2.31397
H 0.27501 0.01370 -2.23023
C 2.42046 2.52965 1.48026
H 0.79778 0.37858 1.07172
H -2.20019 -2.55500 -1.16043
C -1.13759 -2.81209 -1.12906
H -1.35686 2.20744 2.23376
H -0.94101 -3.44516 -2.00668
C 0.42685 1.39336 1.24736
H 0.30951 1.85251 0.26181
H -1.36012 -0.54818 -2.52986
N 1.40375 2.09136 2.07304
H -1.01072 -3.41378 -0.22750
N -0.32567 -1.60989 -1.04860
C -0.93533 1.25695 1.91020
H 2.62636 2.46833 0.40502
H 3.21587 3.03756 2.02247
H -1.63757 0.79819 1.21480
H -0.85915 0.60052 2.77770
H 0.61939 -1.89147 -0.88156

Properties
SMILES string = C=NCC.CNC
HOMO level = -9.1 eV
Lowest unoccupied orbital energy = 0.0361 Eh
2S+1 = 1



Arrangement ii

DFT (ωB97M-V/def2-TZVPD) results for a cluster of 3 separate species, C5H14N2 in total.

Cartesian coordinates (Å):
H -1.00286 2.25997 0.88612
H 2.38451 -1.10117 0.67384
H 1.25965 1.01580 0.21878
H -1.81527 -1.05057 2.04948
H 2.38837 1.10984 -2.25249
H 0.72399 -1.49318 1.16175
H -0.32632 -0.66009 -1.82353
H 2.43995 -0.52821 -2.34181
H 1.29931 -1.98230 -0.42437
H -2.10215 0.40301 -0.34699
C 0.85306 0.10681 -0.21007
N 1.82588 0.27964 -2.44017
H -0.24885 1.18570 -1.69887
H -2.17446 1.50001 1.96776
N -1.61496 -1.06640 1.05659
H -0.45622 1.13807 2.14273
C 1.35772 -1.18713 0.31885
C -1.24217 1.33304 1.40834
C -1.38003 0.18674 0.44179
C 0.08678 0.22012 -1.35069
H -2.25594 -1.66972 0.56294

Properties
HOMO level (alpha / beta) = -6.0 / -6.2 eV
Lowest unoccupied orbital energy (alpha / beta) = 0.0306 / 0.0303 Eh
2S+1 = 1



Name the least stable of them. arrangement ii.



Arrangement i

DFT (ωB97M-V/def2-TZVPD) results for an isolated molecule of C5H14N2.

Cartesian coordinates (Å):
H -2.43853 0.96427 0.78304
H 0.15603 -0.49751 3.07520
H 1.46447 -0.24922 1.96582
H 1.46021 -0.61911 -0.69387
H -1.51280 -1.37733 0.36046
C 0.47557 0.14509 2.25027
H 2.73203 -0.32996 -2.77380
N 1.01968 -0.50920 -1.60937
H 0.20449 -1.58346 0.28419
H -2.28582 0.22805 2.38833
H -1.47153 1.85859 2.00532
H -0.95176 -0.81196 -1.85110
H 1.65001 1.11423 -2.83902
C -0.56237 -0.82544 0.21475
H -0.83230 0.83496 -1.22153
N -0.52836 0.23606 1.17849
C 1.70924 0.05731 -2.91909
C -0.36920 -0.14248 -1.20756
H 1.09951 -0.45471 -3.67193
C -1.76070 0.84466 1.64418
H 0.74213 1.11716 2.63717

Properties
SMILES string = CNCCN(C)C
HOMO level = -7.9 eV
Lowest unoccupied orbital energy = 0.0405 Eh
2S+1 = 1



Arrangement ii

DFT (ωB97M-V/def2-TZVPD) results for an isolated molecule of C5H14N2.

Cartesian coordinates (Å):
H 0.98743 2.20348 1.74481
N -1.77128 -1.74003 -1.41759
H -2.06450 -0.43474 0.28043
C -0.12191 -0.04387 -0.53851
H 1.67346 -0.00334 0.78104
H -0.27740 -1.52916 1.74405
H 0.37887 -2.41353 0.46535
C -0.57428 -2.03072 0.87727
C -1.20949 -1.07805 -0.18942
C 0.87821 1.96879 0.74148
C 0.71549 0.43732 0.64686
H 2.91086 2.42928 0.13273
H -0.50252 0.79868 -0.84024
H -1.39847 -1.39275 -2.32694
H -1.91285 -2.71579 -1.24469
H 0.06036 0.13225 1.56646
H -1.46070 -2.69706 1.22447
N 1.93340 2.57246 -0.14056
H 1.83087 2.19563 -1.04696
H -0.06404 2.49314 0.60702
H 0.57568 -0.41387 -1.40660

Properties
SMILES string = C[C@H](N)CCCN
HOMO level = -8.9 eV
Lowest unoccupied orbital energy = 0.0397 Eh
2S+1 = 1



Name the least stable of them. arrangement i.